Formula: C34H40N4O3P2Pt
Source: the OMol25 dataset
Level of theory: ωB97M-V/def2-TZVPD

Output
highest occupied orbital energy (alpha / beta): -0.21748 / -0.27866 hartree
energy relative to the best compared isomer or geometry (same formula, charge and spin): 8.21 kcal per mole
Kohn-Sham gap (alpha / beta): 5.80 / 4.29 eV
net charge: 0
⟨S²⟩: 2.0067
strongest force on any atom: 2.6 eV Å⁻¹
E_LUMO (alpha / beta): -0.118 / -3.293 eV
spin multiplicity: 3

Last column: Mulliken spin population.
CARTESIAN COORDINATES (ANGSTROEM)
Pt1 -0.527 -1.265 -0.426  1.08
C1 4.008 3.640 0.647  0.00
C2 2.912 3.846 1.365  0.00
C3 1.911 4.932 1.094  0.00
C4 1.590 5.180 -0.398  0.00
C5 1.474 3.973 -1.285  0.00
C6 2.512 3.374 -1.885  0.00
C7 3.872 4.019 -1.903  0.00
C8 4.412 4.482 -0.542  0.00
C9 -1.082 -2.652 -1.864  0.38
H1 4.761 2.899 0.960  0.00
H2 2.737 3.327 2.314  0.00
H3 2.253 5.903 1.502  0.00
H4 0.981 4.688 1.633  0.00
H5 0.602 5.671 -0.412  0.00
H6 2.304 5.919 -0.800  0.00
H7 0.442 3.780 -1.590  0.00
H8 2.396 2.485 -2.508  0.00
H9 3.871 4.920 -2.547  0.00
H10 4.587 3.314 -2.350  0.00
H11 5.507 4.422 -0.609  0.00
H12 4.188 5.547 -0.377  0.00
H13 -0.448 -3.542 -1.728  0.00
H14 -1.044 -2.277 -2.902  0.02
H15 -2.113 -2.907 -1.552  0.00
P1 -1.175 0.517 -1.542  0.14
P2 -0.191 -0.037 1.391  0.16
N1 -0.369 0.745 -3.065  0.01
N2 -2.856 0.488 -1.952  0.01
N3 1.530 -0.047 1.574  0.00
N4 -0.620 -0.564 2.973  0.01
C10 -0.933 1.932 -0.476  0.05
C11 -0.825 1.633 1.045  0.02
C12 0.535 -0.201 -3.566  0.00
C13 0.912 0.162 -4.854  0.01
C14 0.236 1.390 -5.160  0.00
C15 -0.531 1.725 -4.051  0.01
C16 -3.492 -0.612 -2.543  0.00
C17 -4.813 -0.290 -2.783  0.00
C18 -5.029 1.022 -2.263  0.00
C19 -3.815 1.487 -1.788  0.01
C20 2.335 -0.921 0.835  0.02
C21 3.659 -0.537 1.010  0.01
C22 3.678 0.549 1.931  0.00
C23 2.361 0.822 2.271  0.01
C24 -0.002 -0.222 4.182  0.01
C25 -0.783 -0.705 5.230  0.00
C26 -1.897 -1.396 4.655  0.00
C27 -1.794 -1.270 3.280  0.00
H16 -1.740 2.653 -0.649  0.00
H17 0.028 2.364 -0.782  -0.01
H18 -0.178 2.364 1.566  0.00
H19 -1.829 1.680 1.508  0.00
H20 0.809 -1.053 -2.970  0.00
H21 1.580 -0.389 -5.495  0.00
H22 0.303 1.927 -6.101  0.00
H23 -1.189 2.560 -3.892  0.00
H24 -2.977 -1.543 -2.696  -0.01
H25 -5.513 -0.923 -3.302  0.00
H26 -5.966 1.552 -2.240  0.00
H27 -3.528 2.414 -1.319  0.00
H28 1.882 -1.708 0.240  -0.01
H29 4.513 -0.982 0.531  0.00
H30 4.539 1.101 2.282  0.00
H31 1.936 1.555 2.936  0.00
H32 0.933 0.308 4.161  0.00
H33 -0.588 -0.540 6.277  0.00
H34 -2.685 -1.922 5.170  0.00
H35 -2.433 -1.615 2.488  -0.01
O1 0.538 -5.503 1.192  0.00
C28 -0.687 -6.024 1.371  0.00
C29 -0.829 -7.415 1.502  0.00
C30 -2.083 -7.950 1.769  0.00
C31 -3.235 -7.146 1.814  0.00
C32 -3.089 -5.763 1.628  0.00
C33 -1.833 -5.180 1.446  0.03
C34 -1.721 -3.690 1.166  0.02
O2 -2.785 -3.055 1.046  0.01
O3 -0.514 -3.177 1.070  0.02
H36 0.392 -4.496 1.148  0.00
H37 0.068 -8.033 1.407  0.00
H38 -2.171 -9.024 1.943  0.00
H39 -4.222 -7.588 1.985  0.00
H40 -3.953 -5.106 1.625  0.00